A cluster of 12 separate species, C33H97N17O12 in total in a non-equilibrium geometry. Source: the OMol25 dataset; level of theory: wB97M-V/def2-TZVPD.

```
159
Properties=species:S:1:pos:R:3:forces:R:3:lowdin_charge:R:1
C 18.40712 -23.51981 -10.10558 -0.1 -0.6 0.9 -0.655
O 17.44879 -23.61547 -10.87509 0.4 0.4 0.5 -0.010
N 18.49947 -22.66184 -9.02933 0.3 -0.5 -0.8 0.168
N 19.47844 -24.39482 -10.18501 -1.0 0.9 -0.5 0.145
H 19.16864 -22.93918 -8.31530 -0.2 0.3 0.1 0.049
H 17.74452 -22.03703 -8.80611 0.0 0.0 -0.1 0.078
H 20.22102 -24.35882 -9.51351 0.1 -0.2 0.0 0.077
H 19.29252 -25.17506 -10.78730 0.4 -0.2 0.1 0.101
C 8.83929 -15.70696 -4.15116 0.2 0.5 0.9 -0.651
O 8.91201 -14.56732 -3.68789 -0.1 -1.0 -0.6 0.002
N 9.90398 -16.29246 -4.81275 -1.5 0.4 0.4 0.152
N 7.72885 -16.51091 -3.95209 1.6 0.8 -0.4 0.149
H 9.79199 -17.22157 -5.17250 0.6 -0.1 -0.1 0.081
H 10.76044 -15.78440 -4.72220 0.3 -0.3 -0.3 0.093
H 6.94264 -16.01591 -3.57872 -0.4 -0.4 -0.1 0.102
H 7.73811 -17.41296 -4.38547 -0.7 -0.1 0.1 0.079
C 13.90182 -23.49923 -8.80169 0.4 -0.7 0.6 -0.653
O 12.98443 -23.07687 -8.09146 0.1 -0.3 -0.2 -0.022
N 15.18675 -23.04153 -8.67025 -1.1 -0.2 0.4 0.180
N 13.73969 -24.57111 -9.65697 0.5 1.2 0.2 0.165
H 15.34251 -22.41291 -7.87498 0.2 0.2 -0.9 0.050
H 15.88840 -23.19392 -9.37427 0.2 -0.1 -0.2 0.048
H 12.92397 -25.14361 -9.57391 -0.1 0.0 -0.2 0.097
H 14.55916 -24.84055 -10.16973 -0.2 -0.5 -0.1 0.091
C 16.06738 -15.15555 -3.55438 1.1 0.2 -1.4 -0.619
O 17.07816 -15.86754 -3.58343 -0.9 0.1 0.4 -0.005
N 15.70610 -14.43088 -2.44674 0.2 -0.7 -0.5 0.160
N 15.30622 -14.93887 -4.69770 0.0 0.1 2.3 0.168
H 16.28978 -14.54124 -1.63855 0.0 0.1 0.0 0.105
H 14.99918 -13.72317 -2.45481 -0.1 0.0 0.0 0.099
H 14.63975 -14.20084 -4.56828 -0.3 0.0 -0.9 0.090
H 15.59168 -15.29847 -5.58682 0.1 0.0 -0.1 0.081
C 19.03356 -18.73880 -5.07890 -1.2 -0.3 -1.2 -0.662
O 19.44613 -19.73047 -5.69097 0.1 0.6 0.9 -0.020
N 18.79297 -17.53388 -5.66721 0.2 0.3 0.6 0.177
N 18.55761 -18.70762 -3.79070 0.5 -0.6 0.1 0.151
H 18.41568 -16.84015 -5.04667 -0.1 0.5 -0.3 0.058
H 18.86715 -17.32138 -6.63925 0.3 -0.2 -0.4 0.063
H 18.01055 -17.92030 -3.47743 0.1 -0.1 0.1 0.060
H 18.63870 -19.52600 -3.21940 0.0 0.0 0.0 0.096
C 16.09061 -16.70712 -8.08806 0.2 -0.3 0.2 -0.062
C 16.68712 -17.29617 -9.35974 -0.1 0.9 -0.3 -0.430
C 18.19638 -17.53295 -9.20185 -0.9 -0.6 -0.2 -0.205
O 18.84236 -16.40506 -8.63090 -0.4 -0.3 -0.5 -0.209
C 20.06996 -16.11009 -9.24574 1.4 -0.7 1.0 -0.111
N 16.00227 -18.52861 -9.75714 0.2 0.1 0.1 0.059
H 15.01121 -16.55015 -8.14707 0.0 -0.2 -0.1 0.073
H 16.54327 -15.74074 -7.85636 0.1 -0.1 -0.1 0.075
H 16.33776 -17.40073 -7.27539 -0.3 0.1 0.2 0.065
H 16.60703 -16.54860 -10.16789 -0.1 0.1 0.2 0.139
H 18.52821 -17.74716 -10.22482 0.5 0.1 0.2 0.123
H 18.35341 -18.43349 -8.59032 0.1 0.1 0.0 0.126
H 20.02075 -16.02074 -10.33109 -0.2 0.6 0.0 0.090
H 20.84274 -16.87842 -9.05182 -0.5 -0.4 -0.1 0.094
H 20.50750 -15.28720 -8.68005 -0.4 0.6 -0.6 0.091
H 16.40932 -18.84116 -10.63547 0.0 -0.2 0.1 0.085
H 15.01592 -18.32782 -9.97640 0.6 0.0 0.1 0.043
C 15.34248 -21.79678 -5.01309 -0.6 0.0 0.4 -0.041
C 14.87325 -20.73157 -5.97609 -0.2 0.1 -1.0 -0.415
C 14.61176 -19.37042 -5.31936 0.4 -1.4 0.2 -0.182
O 13.64583 -19.60832 -4.30319 -0.1 0.7 -0.6 -0.202
C 12.84081 -18.48532 -4.00739 0.5 -0.4 1.5 -0.105
N 15.81538 -20.66478 -7.11720 0.5 0.5 0.6 0.051
H 14.64759 -21.97379 -4.18965 -0.1 0.4 -0.1 0.068
H 16.26917 -21.44776 -4.56123 0.4 -0.4 -0.1 0.083
H 15.41232 -22.76959 -5.49862 0.5 0.1 -0.2 0.065
H 13.92766 -20.99904 -6.47018 0.0 -0.3 0.5 0.113
H 14.26145 -18.72018 -6.12866 -0.1 0.4 0.4 0.106
H 15.54300 -19.02832 -4.85096 0.0 0.5 -0.2 0.126
H 12.36435 -18.75807 -3.06026 -0.7 0.0 -0.4 0.079
H 12.13053 -18.25210 -4.80262 0.0 0.1 0.0 0.078
H 13.42298 -17.61928 -3.66528 0.2 0.2 -0.7 0.082
H 16.78368 -20.53289 -6.81599 -0.2 0.0 0.2 0.076
H 15.61999 -19.86538 -7.72170 0.0 -0.3 -0.2 0.037
C 14.07499 -25.92095 -6.05408 0.0 -0.7 0.7 -0.053
C 12.94517 -26.96740 -6.10458 0.3 0.5 -0.7 -0.404
C 12.76084 -27.59573 -4.74321 -0.9 0.3 0.8 -0.195
O 12.18220 -26.60871 -3.88851 0.2 0.2 -0.1 -0.246
C 11.84769 -27.07689 -2.59961 0.0 0.3 -0.6 -0.098
N 11.64782 -26.44947 -6.64576 0.9 0.2 1.1 0.060
H 14.03101 -25.28806 -5.16544 -0.3 0.2 -0.1 0.074
H 14.12852 -25.30229 -6.94907 0.1 -0.1 0.0 0.052
H 14.96809 -26.53751 -5.91399 0.3 0.4 -0.3 0.062
H 13.32551 -27.74363 -6.78129 -0.3 -0.1 0.0 0.126
H 13.69004 -27.90650 -4.25322 0.2 -0.3 -0.5 0.129
H 12.04802 -28.42990 -4.80550 0.2 -0.2 0.0 0.128
H 11.02326 -27.78900 -2.70186 0.1 -0.2 0.4 0.092
H 11.53101 -26.20209 -2.03340 -0.2 -0.1 0.0 0.079
H 12.71708 -27.49781 -2.08190 -0.1 -0.3 -0.1 0.089
H 11.90347 -25.57060 -7.09596 -0.3 -0.1 -0.2 0.040
H 11.16910 -26.12166 -5.80097 -0.3 -0.1 -0.4 0.054
C 18.19357 -24.17979 -5.29387 0.9 0.2 0.6 -0.055
C 19.19596 -24.89637 -6.19272 -1.5 -0.5 0.6 -0.409
C 18.45210 -25.68332 -7.25868 1.3 0.5 -1.6 -0.257
O 17.88896 -26.84079 -6.73372 -0.5 -0.4 0.6 -0.160
C 16.95219 -27.37905 -7.62879 -0.6 0.3 -0.9 -0.120
N 20.14964 -23.93025 -6.76552 0.0 -0.3 0.5 0.046
H 17.66139 -23.41245 -5.84649 -0.4 0.0 -0.1 0.060
H 18.75810 -23.67661 -4.49999 -0.1 0.1 0.0 0.082
H 17.54562 -24.87638 -4.76237 -0.3 0.0 -0.4 0.086
H 19.60460 -25.70394 -5.57012 0.7 0.4 -0.1 0.143
H 19.20027 -25.93744 -8.03160 0.0 -0.3 0.1 0.112
H 17.74450 -25.08722 -7.85418 -0.4 0.2 0.6 0.112
H 16.39255 -28.23021 -7.24492 0.4 0.0 0.5 0.089
H 17.40798 -27.68059 -8.58260 0.2 0.0 0.1 0.093
H 16.20203 -26.61395 -7.87316 0.0 -0.1 0.0 0.071
H 21.09068 -24.25456 -6.56534 0.0 0.1 -0.3 0.087
H 20.05256 -23.06539 -6.23337 0.1 0.0 -0.2 0.079
C 17.07026 -17.25033 3.10955 0.1 0.8 0.1 -0.067
C 15.54573 -17.21721 3.29361 -0.1 -0.9 -1.6 -0.411
C 14.91723 -16.53813 2.08410 -0.9 -0.3 0.1 -0.233
O 15.16654 -17.30294 0.91426 0.5 0.1 0.4 -0.198
C 14.54973 -16.74844 -0.22558 0.4 -0.1 0.2 -0.108
N 14.97365 -18.58787 3.33383 0.4 0.3 0.6 0.030
H 17.46165 -16.36320 2.59576 -0.2 0.3 0.4 0.073
H 17.39017 -18.02490 2.41252 -0.2 -0.4 0.4 0.076
H 17.53678 -17.31696 4.09268 0.3 -0.3 -0.2 0.073
H 15.21853 -16.68596 4.18557 0.2 0.1 0.1 0.135
H 15.29580 -15.50949 1.99922 0.0 -0.1 -0.2 0.122
H 13.82239 -16.52624 2.18979 0.1 0.3 0.3 0.127
H 15.21097 -16.99686 -1.05410 -0.2 0.2 -0.3 0.079
H 14.46242 -15.66868 -0.08248 0.0 0.1 -0.4 0.073
H 13.55385 -17.15940 -0.41397 -0.1 -0.1 0.1 0.089
H 15.37927 -19.05197 4.14436 -0.2 -0.1 -0.1 0.068
H 15.35530 -19.07963 2.53065 -0.2 0.0 0.0 0.063
C 10.92897 -20.08719 -9.94055 0.7 -0.2 -0.6 -0.056
C 12.10440 -20.03959 -8.97191 -0.8 -1.3 1.0 -0.403
C 12.84788 -18.72891 -8.82602 0.4 -0.4 -0.5 -0.190
O 13.24432 -18.14741 -10.06131 -0.4 -0.2 -0.3 -0.236
C 12.39077 -17.16026 -10.59120 -0.3 0.7 1.0 -0.091
N 11.63335 -20.47430 -7.63422 -0.5 0.5 -0.2 0.052
H 11.32221 -19.90138 -10.94774 -0.3 0.4 0.0 0.077
H 10.10526 -19.42955 -9.66917 0.1 0.2 0.0 0.076
H 10.55368 -21.10962 -9.98678 -0.1 0.0 0.3 0.077
H 12.78712 -20.85368 -9.24168 0.3 0.5 -0.5 0.125
H 13.80755 -18.98822 -8.37411 -0.2 0.3 0.5 0.088
H 12.26689 -18.02199 -8.22002 0.1 0.1 0.0 0.135
H 12.73388 -16.17432 -10.24904 0.1 0.1 -0.3 0.088
H 11.38638 -17.23866 -10.16705 -0.1 -0.3 -0.4 0.085
H 12.36449 -17.18559 -11.67514 0.0 -0.2 -0.1 0.092
H 11.91008 -19.89553 -6.85372 0.2 0.0 -0.1 0.042
H 11.87433 -21.44362 -7.47314 0.2 0.1 0.0 0.028
C 11.69094 -23.55718 -4.14550 0.7 1.0 -0.5 -0.032
C 10.43623 -22.66990 -4.13104 0.7 -0.3 0.5 -0.420
C 10.84878 -21.21966 -4.40123 -1.0 -0.5 -1.5 -0.198
O 9.72522 -20.32675 -4.38615 0.4 0.5 0.8 -0.205
C 9.38435 -19.92365 -3.05782 -0.3 -0.6 -0.8 -0.091
N 9.44871 -23.16232 -5.08325 -0.3 0.3 -0.1 0.049
H 12.60404 -22.94647 -4.11076 -0.2 0.2 0.3 0.063
H 11.83840 -24.03695 -5.11173 -0.4 -0.5 0.2 0.060
H 11.74767 -24.22097 -3.29405 -0.1 -0.4 -0.3 0.061
H 10.02486 -22.80208 -3.12598 -0.3 0.3 -0.1 0.129
H 11.08874 -21.22455 -5.47271 0.4 0.0 0.3 0.099
H 11.72738 -20.88472 -3.85258 -0.3 0.2 0.4 0.103
H 8.58822 -19.18394 -3.13016 0.2 0.2 0.0 0.066
H 10.26539 -19.51660 -2.55983 -0.1 0.0 0.3 0.076
H 8.95594 -20.78087 -2.52915 0.3 0.1 0.3 0.085
H 9.78306 -22.99723 -6.03283 0.1 -0.2 0.1 0.076
H 8.62464 -22.56790 -5.02132 0.0 -0.1 0.1 0.069
```
Positions in Å, forces in eV/Å.

Values from the calculation:
Calculated total energy   -85697.471 eV
E_LUMO   0.0 eV
SMILES   COC[C@H](C)N.COC[C@H](C)N.COC[C@H](C)N.COC[C@H](C)N.COC[C@H](C)N.COC[C@H](C)N.COC[C@H](C)N.NC(N)=O.NC(N)=O.NC(N)=O.NC(N)=O.NC(N)=O
Gap between HOMO and LUMO   8.63 eV
Highest occupied orbital energy   -8.60 eV
Energy relative to the best compared isomer or geometry (same formula, charge and spin)   1.131 eV
F_max   2.29 eV/Å
Spin multiplicity   1